Below is C22H48FI3NbO9P2S as an isolated structure in a non-equilibrium geometry, with properties calculated with ωB97M-V with the def2-TZVPD basis set.

Each line ends with the Mulliken charge.
CARTESIAN COORDINATES (ANGSTROEM)
I 1.15676 -5.63241 -0.64600  -0.05
I 0.44400 0.48331 2.88907  -0.14
I -3.34332 1.31377 -0.34104  -0.11
Nb 0.32003 0.14274 -0.83289  -0.65
S -2.07080 -2.23286 -0.18333  -0.01
P -2.97814 7.48172 0.09843  0.99
P 5.65558 -7.27233 3.32592  0.96
F 1.34753 -0.43823 -2.49110  -0.70
O 4.32770 -6.96193 4.13137  -0.33
O -1.51447 7.51612 0.09783  -0.64
O -1.28831 1.42142 -3.19166  -0.07
O -3.64062 6.29101 -0.70014  -0.37
O -3.63984 7.42391 1.54862  -0.35
O 5.16732 -7.72588 1.88283  -0.33
O -3.69919 8.72801 -0.54822  -0.34
O 6.66021 -6.20553 3.32881  -0.65
O 6.09761 -8.63960 3.97630  -0.33
C 2.12673 1.48082 -0.39139  -0.65
C -1.98410 1.12667 1.29590  0.96
C 7.35748 -9.19135 3.58731  -0.68
C -4.36650 -3.69891 0.00047  -1.19
C 1.32863 -1.61087 0.24869  -1.26
C -3.26273 10.03159 -0.15897  -0.69
C -2.09023 1.09106 -6.11409  -1.09
C -3.27671 6.33170 2.39530  -0.63
C -0.47784 1.87378 -2.08647  -0.58
C -1.27769 -1.32375 -1.56781  -0.97
C -2.95370 5.02638 -0.77042  -0.23
C 3.85761 -5.60875 4.20573  -0.67
C 0.87899 3.64018 0.24945  -0.74
C -3.84478 -2.36772 -0.56352  -0.22
C 4.59389 -6.72496 1.03373  -0.66
C -1.76250 2.47150 -4.00580  -0.53
C -2.63790 1.50236 2.59578  -1.42
C -0.75654 0.70612 1.06725  -0.49
C 1.87076 2.68764 0.42450  -0.09
C 2.29493 -3.91873 0.00649  -1.15
C -1.27581 2.20632 -5.44112  -0.42
C 1.93710 -2.61033 -0.77206  0.04
H -3.12835 10.62827 -1.05905  0.24
H 3.98840 -5.24197 5.22217  0.29
H 2.81531 0.82999 0.16507  0.32
H 0.41212 2.35318 -2.53210  0.62
H -0.15964 3.42942 0.49463  0.11
H -4.43635 -1.57977 -0.09852  0.16
H -0.77777 -2.06195 -2.20334  0.68
H 2.09423 -3.79640 1.06619  0.45
H 0.62721 -2.18530 0.86569  0.61
H -3.66141 1.11709 2.55971  0.36
H -2.86363 2.43726 -4.04057  0.32
H -3.87358 -3.94782 0.94227  0.31
H 2.16931 -1.27214 0.86294  0.64
H -4.22015 -4.52618 -0.69444  0.27
H -2.73322 2.58738 2.68009  0.23
H -5.43712 -3.63822 0.21773  0.38
H -4.02734 10.49329 0.46527  0.25
H -3.15701 1.16471 -5.88089  0.28
H -0.26356 1.81053 -5.33535  0.22
H 4.38905 -4.95184 3.51880  0.34
H -2.19930 6.15908 2.36962  0.32
H -3.65916 4.23847 -0.51888  0.22
H 7.89134 -9.48854 4.48780  0.24
H 2.53732 2.82538 1.29182  0.32
H -4.02232 -2.33802 -1.63937  0.29
H 1.23571 -2.87143 -1.55941  0.31
H 2.79846 -5.60147 3.95461  0.27
H -2.17248 1.06749 3.47403  0.52
H -0.98959 2.66610 -1.52579  0.26
H -3.80425 5.42772 2.08451  0.23
H 1.09217 4.64578 -0.11030  0.30
H 3.34834 -4.17429 -0.10602  0.42
H -2.31949 9.99799 0.38598  0.34
H -3.57192 6.57936 3.41180  0.35
H 3.57172 -6.51221 1.34816  0.24
H 4.57291 -7.10596 0.01669  0.33
H 5.18769 -5.80928 1.05723  0.37
H 7.18622 -10.07008 2.96654  0.25
H -1.27530 3.11852 -6.04124  0.38
H -1.45965 3.45866 -3.64510  0.32
H 2.66383 1.75214 -1.30156  0.42
H -1.75134 0.10542 -5.80129  0.23
H -2.59208 4.87094 -1.78506  0.10
H -2.00559 1.18913 -7.19893  0.36
H 2.88095 -2.24569 -1.17320  0.19
H -2.03570 -0.85461 -2.19952  0.32
H -2.11034 4.97708 -0.08195  0.17
H 7.96419 -8.47119 3.03879  0.34

Forces on atoms 1 to 2 (eV/Å):
0.1473 0.0986 0.1316
-0.1165 0.0915 -0.5041

Results
Charge: -1
DFT total energy (eV): -100001.650
Frontier orbital gap (eV): 5.72
Spin multiplicity: 1

---

Below is H8O4 as an isolated structure in a non-equilibrium geometry, with properties calculated with ωB97M-V with the def2-TZVPD basis set.

Each line ends with the Mulliken charge.
CARTESIAN COORDINATES (ANGSTROEM)
O 15.12189 -20.00375 -4.41249  -0.73
O 13.87833 -18.31257 -3.58831  -0.88
O 12.23799 -17.89666 -4.51287  -0.47
O 14.84473 -18.72164 -1.85479  -0.76
H 13.20715 -17.97157 -4.17947  0.39
H 14.71992 -19.17361 -4.15655  0.51
H 11.33787 -18.14671 -4.72144  0.31
H 15.69416 -18.47423 -2.22015  0.26
H 13.76498 -19.26253 -3.61899  0.30
H 14.20463 -18.31836 -2.44119  0.41
H 12.19222 -16.95601 -4.34167  0.36
H 15.90731 -20.06767 -3.86910  0.30

Forces on atoms 1 to 2 (eV/Å):
1.5891 -2.7410 -1.4798
2.5539 1.3263 -0.7140

Results
Charge: 0
Relative energy (zero: lowest compared OMol25 entry of this formula, charge and spin) (kJ/mol): 687.9
DFT total energy (eV): -8313.546
Frontier orbital gap (eV): 9.13
Spin multiplicity: 1

---

Below is C18H18N2O4PtS as an isolated structure, with properties calculated with ωB97M-V with the def2-TZVPD basis set.

Each line ends with the Mulliken charge.
CARTESIAN COORDINATES (ANGSTROEM)
Pt 0.49949 -0.34409 0.35839  0.84
S -0.26889 0.97933 3.30374  0.37
O -1.20491 0.66911 0.01269  -0.70
O -0.03920 -0.27154 2.46323  -0.69
O 2.29276 -1.20465 0.41806  -0.78
O -3.25282 -0.52886 -3.44261  -0.65
N 0.15287 -0.94696 -1.44977  0.07
N -1.02605 -0.44880 -1.99667  -0.83
C 2.06036 2.20326 4.01306  -0.71
C 0.59870 -2.07810 -1.87131  -0.06
C -2.86537 1.04372 -1.64587  0.42
C 2.55831 -2.27551 -0.28455  0.70
C -4.45584 2.84628 -1.36969  -0.78
C 3.71946 -3.00436 0.04779  -0.53
C 3.34134 -4.56658 -1.75583  -0.72
C 1.17675 1.02568 4.42378  -0.58
C -5.21415 2.32288 -2.41379  -0.33
C 2.20884 -3.87439 -2.10308  -0.70
C 1.79568 -2.72617 -1.40191  0.45
C -3.29845 2.19774 -0.99097  -0.40
C -1.63086 0.38164 -1.18153  0.72
C 1.84991 2.38133 2.51243  -0.40
C -4.80306 1.18802 -3.08219  -0.67
C -3.61672 0.54787 -2.72419  0.34
C 4.09625 -4.11466 -0.66670  -0.35
C 0.33814 2.38546 2.33924  -0.46
H 1.73790 3.10686 4.53563  0.31
H -4.77020 3.74661 -0.85990  0.40
H 3.64512 -5.44122 -2.31346  0.39
H 3.10308 2.02311 4.27221  0.35
H -0.12341 3.28258 2.75890  0.49
H 0.01359 -2.57180 -2.64228  0.35
H 4.30076 -2.65268 0.88961  0.40
H -2.34894 -0.78711 -3.15525  0.50
H -0.02639 2.23467 1.32328  0.20
H -6.13540 2.80882 -2.70940  0.37
H 2.27734 1.53953 1.96067  0.09
H 1.61124 -4.20398 -2.94541  0.32
H 1.65313 0.06119 4.24619  0.33
H -5.37594 0.77739 -3.90266  0.42
H 0.82670 1.06832 5.45338  0.39
H 2.30319 3.29492 2.12916  0.41
H -2.69642 2.57513 -0.17567  0.39
H 4.99211 -4.65003 -0.37673  0.36

Forces on atoms 1 to 2 (eV/Å):
-0.5641 -0.0745 -0.1645
0.0854 0.0206 0.1107

Results
Charge: 0
Relative energy (zero: lowest compared OMol25 entry of this formula, charge and spin) (kJ/mol): 67.2
DFT total energy (eV): -44209.690
Frontier orbital gap (eV): 7.67
Spin multiplicity: 1

---

Below is C4H4Br12 as an isolated structure in a non-equilibrium geometry, with properties calculated with ωB97M-V with the def2-TZVPD basis set.

Each line ends with the Mulliken charge.
CARTESIAN COORDINATES (ANGSTROEM)
Br -15.90146 10.13545 -25.61436  -0.02
Br -30.01384 16.47775 -18.96406  -0.02
Br -23.08290 17.51103 -20.48176  -0.04
Br -14.26330 12.94860 -16.50464  -0.01
Br -15.71190 14.41458 -19.00335  -0.02
Br -19.04524 10.34454 -25.18782  -0.01
Br -17.83004 8.18450 -27.50337  -0.01
Br -30.61275 19.13647 -16.88105  -0.01
Br -29.85611 19.50740 -20.06296  -0.03
Br -23.32456 14.30944 -19.60769  -0.01
Br -24.11833 15.51250 -22.54171  -0.01
Br -12.66412 13.37506 -19.51090  -0.02
C -29.56942 18.38704 -18.40774  -0.32
C -17.62657 9.07554 -25.72575  -0.32
C -22.80051 15.60679 -21.06724  -0.33
C -14.37762 13.03898 -18.48944  -0.31
H -28.52384 18.50577 -18.12356  0.37
H -17.67736 8.27205 -24.99095  0.36
H -21.76001 15.55839 -21.38834  0.40
H -14.80168 12.10688 -18.86291  0.35

Forces on atoms 1 to 2 (eV/Å):
-1.2137 -1.2051 -0.1273
0.4574 1.7316 0.9446

Results
Charge: 0
Relative energy (zero: lowest compared OMol25 entry of this formula, charge and spin) (kJ/mol): 134.0
DFT total energy (eV): -844719.762
Frontier orbital gap (eV): 9.56
Spin multiplicity: 1

---

Q: Which formula does entry 4 have?
A: C4H4Br12